# C28H47CoF5N4OS2SbTe

C28H47CoF5N4OS2SbTe as an isolated structure at a distorted geometry (ωB97M-V/def2-TZVPD, the OMol25 dataset).

The geometry in XYZ format:
```
90
Properties=species:S:1:pos:R:3
Co 0.2057 -0.4097 1.4551
C -0.5123 0.2875 5.4414
C 0.5080 1.4312 5.2211
C -0.1788 2.7975 5.3030
C 1.3122 1.2597 3.9568
C 1.9370 2.3638 3.3746
C 2.8574 2.2076 2.3409
C 3.1647 0.9559 1.8069
C 4.2429 0.7718 0.8146
C 2.5143 -0.1688 2.3318
C 1.6028 0.0127 3.3877
H -1.2145 0.4839 6.2405
H 0.0300 -0.6258 5.7014
H -1.0718 0.0321 4.5463
H 1.2018 1.3790 6.0658
H -0.8212 2.9970 4.4409
H 0.5375 3.6135 5.4499
H -0.8301 2.8239 6.1802
H 1.7442 3.3665 3.7331
H 3.3697 3.1206 1.9966
H 5.0153 1.5308 0.9206
H 3.8567 0.8048 -0.1910
H 4.6700 -0.2172 0.9544
H 2.8223 -1.1590 2.0306
H 1.2587 -0.8891 3.8764
N -0.7077 3.1865 1.5687
C -1.6336 2.2402 1.7959
N -1.4083 0.9473 1.7976
C -2.5836 0.2709 2.1132
C -3.7064 1.0122 2.2191
S -3.2935 2.6715 2.0629
C -2.4634 -1.1650 2.3120
C -3.4649 -2.0767 2.4461
S -2.7601 -3.6451 2.7047
C -1.1847 -2.9386 2.7195
N -1.1811 -1.6474 2.4546
N -0.0933 -3.6263 3.0469
H 0.2433 2.8844 1.5530
H -0.8987 4.1912 1.5837
H -4.7155 0.7268 2.4287
H -4.5188 -1.9295 2.3883
H -0.1310 -4.6324 2.9110
H 0.8328 -3.2418 2.8420
F 2.7703 -3.6700 1.5864
Te 1.7631 -3.1585 -0.0182
F 0.8035 -3.0272 -1.7581
F 0.7243 -4.7931 0.2295
F 3.3084 -2.0571 -0.5001
F 2.8570 -4.4077 -0.9426
O 0.3383 -0.5747 -0.4106
C 0.6652 -0.6409 -5.3009
C 1.3753 -0.8177 -3.9160
C 2.4641 0.2529 -3.6982
C 1.9965 -2.1763 -3.8940
Sb -0.2107 -0.3178 -2.2720
C -0.3112 1.8780 -2.4345
C 0.9155 2.4387 -1.6537
C -0.3066 2.2727 -3.9206
C -1.5732 2.4670 -1.7776
C -2.2406 -1.3070 -2.6543
C -2.3495 -1.6138 -4.1539
C -3.3636 -0.3905 -2.1739
C -2.2616 -2.6482 -1.8719
H 1.3395 -0.1702 -6.0047
H -0.2496 -0.0462 -5.2768
H 0.3892 -1.6077 -5.7468
H 3.1745 0.2124 -4.5574
H 3.0063 0.0770 -2.7864
H 2.1123 1.2756 -3.7048
H 2.6504 -2.2426 -4.7557
H 1.2697 -2.9563 -3.9921
H 2.6163 -2.3554 -3.0311
H 1.8587 1.9957 -1.9167
H 0.7825 2.2239 -0.5992
H 0.9125 3.5269 -1.8365
H 0.4986 1.8635 -4.5039
H -0.3114 3.3675 -3.9644
H -1.2122 1.9232 -4.4257
H -1.7347 2.0484 -0.8025
H -2.4651 2.3308 -2.3869
H -1.4093 3.5367 -1.6410
H -2.4022 -0.7038 -4.7429
H -3.2752 -2.1846 -4.3098
H -1.5213 -2.2348 -4.5128
H -3.3919 0.5676 -2.6858
H -3.3728 -0.3014 -1.0891
H -4.2989 -0.9174 -2.3892
H -1.3687 -3.2489 -2.0825
H -3.1388 -3.2063 -2.2452
H -2.3770 -2.4808 -0.8021
```

Calculated values
- energy above the lowest of the compared OMol25 structures with the same formula, charge and spin (kJ/mol) = 16.1
- DFT total energy (a.u.) = -4576.00548
- <S²> = 3.76
- 2S+1 = 4
- charge = +1
- molar mass (g mol⁻¹) = 923.1
- gap between HOMO and LUMO (spin up / spin down) (Eh) = 0.315 / 0.289
- LUMO (spin up / spin down) (Eh) = -0.0927 / -0.1187